Density functional theory data (ωB97M-V/def2-TZVPD) for one molecule with the formula C5H7N.

Calculated values
2S+1: 1
Gap between HOMO and LUMO in eV: 9.0
E in eV: -6785.3567
Energy relative to the best compared isomer or geometry (same formula, charge and spin) in kJ/mol: 304.5
LUMO level in eV: 1.036

Last column: natural (NBO) charge in e.
Geometry (Å):
N 0.747 -0.817 1.257  -0.299
C 1.573 -0.450 0.428  0.177
C 1.097 0.357 -0.763  -0.525
C -0.280 0.950 -0.634  -0.181
C -0.070 -1.277 2.114  -0.237
C -1.308 0.661 -1.425  -0.391
H 1.141 -0.329 -1.620  0.239
H 1.845 1.132 -0.965  0.237
H -0.424 1.644 0.195  0.198
H -0.294 -0.705 3.008  0.195
H -0.533 -2.243 1.942  0.196
H -1.209 -0.037 -2.256  0.190
H -2.286 1.112 -1.281  0.202

=====

Density functional theory data (ωB97M-V/def2-TZVPD) for one molecule with the formula C5H7N at a distorted geometry.

Calculated values
2S+1: 1
SMILES: C=C(C)CC#N
Gap between HOMO and LUMO in eV: 10.6
E in eV: -6785.4800
Energy relative to the best compared isomer or geometry (same formula, charge and spin) in kJ/mol: 292.6
LUMO level in eV: 0.794

Last column: natural (NBO) charge in e.
Geometry (Å):
C 1.330 -1.024 -0.636  -0.430
C 0.525 -0.041 -0.048  0.072
C 0.375 1.433 -0.109  -0.701
C -0.702 -0.553 0.958  -0.482
C -1.900 -0.259 -0.019  0.268
N -2.690 -0.074 -0.906  -0.353
H 2.310 -0.843 -1.427  0.230
H 1.007 -2.023 -0.393  0.204
H 1.422 1.751 -0.210  0.232
H 0.142 1.843 0.868  0.227
H -0.300 1.470 -0.985  0.269
H -0.682 -1.568 1.020  0.229
H -0.837 -0.111 1.888  0.236

=====

Density functional theory data (ωB97M-V/def2-TZVPD) for one molecule with the formula C5H7N at a distorted geometry.

Calculated values
2S+1: 1
SMILES: Cc1ccc[nH]1
Gap between HOMO and LUMO in eV: 8.9
E in eV: -6786.0228
Energy relative to the best compared isomer or geometry (same formula, charge and spin) in kJ/mol: 240.2
LUMO level in eV: 0.867

Last column: natural (NBO) charge in e.
Geometry (Å):
C -1.101 0.608 -1.440  -0.652
C -0.298 0.161 -0.265  0.210
C -0.743 0.169 1.066  -0.478
C 0.325 -0.524 1.782  -0.270
C 1.306 -0.847 0.900  -0.069
N 0.931 -0.398 -0.358  -0.539
H -0.552 1.229 -2.151  0.210
H -1.440 -0.300 -1.954  0.233
H -2.000 1.136 -1.106  0.246
H -0.544 1.277 0.835  0.271
H 0.334 -0.799 2.833  0.219
H 2.258 -1.339 1.030  0.210
H 1.523 -0.373 -1.172  0.409

=====

Density functional theory data (ωB97M-V/def2-TZVPD) for one molecule with the formula C5H7N.

Calculated values
2S+1: 1
SMILES: Cn1cccc1
Gap between HOMO and LUMO in eV: 9.7
E in eV: -6787.5925
Energy relative to the best compared isomer or geometry (same formula, charge and spin) in kJ/mol: 88.8
LUMO level in eV: 1.134

Last column: natural (NBO) charge in e.
Geometry (Å):
C 0.492 1.621 -0.053  -0.399
N 0.726 0.215 0.289  -0.384
C -0.219 -0.284 1.187  -0.050
C -0.924 -1.286 0.604  -0.289
C -0.392 -1.455 -0.727  -0.292
C 0.620 -0.564 -0.863  -0.046
H 0.484 2.249 0.838  0.204
H -0.491 1.662 -0.540  0.189
H 1.247 1.975 -0.758  0.203
H -0.306 0.158 2.173  0.209
H -1.735 -1.844 1.055  0.223
H -0.752 -2.124 -1.495  0.223
H 1.250 -0.323 -1.711  0.208

=====

Density functional theory data (ωB97M-V/def2-TZVPD) for C5H7N as an isolated structure at a distorted geometry.

Calculated values
2S+1: 1
Gap between HOMO and LUMO in eV: 10.0
E in eV: -6784.6427
Energy relative to the best compared isomer or geometry (same formula, charge and spin) in kJ/mol: 373.4
LUMO level in eV: 1.202

Last column: natural (NBO) charge in e.
Geometry (Å):
C 0.434 -1.177 0.119  -0.408
C 1.119 0.102 -0.275  -0.236
C -0.014 0.997 -0.770  -0.068
C 0.210 0.907 0.687  -0.253
N -1.439 0.318 -0.514  -0.619
C -0.749 -0.295 0.611  -0.057
H 0.933 -1.649 0.969  0.205
H 0.259 -1.901 -0.686  0.191
H 2.155 0.149 -0.633  0.230
H 0.326 1.896 -1.317  0.225
H 0.141 1.733 1.392  0.236
H -2.024 -0.386 -1.008  0.357
H -1.351 -0.694 1.426  0.196

=====

Density functional theory data (ωB97M-V/def2-TZVPD) for one molecule with the formula C5H7N at a distorted geometry.

Calculated values
2S+1: 1
SMILES: Cc1ccc[nH]1
Gap between HOMO and LUMO in eV: 8.9
E in eV: -6786.6379
Energy relative to the best compared isomer or geometry (same formula, charge and spin) in kJ/mol: 180.9
LUMO level in eV: 0.964

Last column: natural (NBO) charge in e.
Geometry (Å):
C 1.981 -0.023 -0.097  -0.653
C 0.485 0.126 -0.001  0.192
C -0.365 1.203 0.294  -0.452
C -1.673 0.642 0.436  -0.246
C -1.634 -0.666 0.093  -0.105
N -0.306 -0.977 -0.120  -0.500
H 2.357 -0.756 0.636  0.221
H 2.308 -0.365 -1.086  0.216
H 2.474 0.925 0.125  0.239
H -0.706 1.883 -0.484  0.253
H -2.518 1.278 0.664  0.217
H -2.420 -1.379 -0.080  0.210
H 0.018 -1.892 -0.381  0.406

=====

Density functional theory data (ωB97M-V/def2-TZVPD) for one molecule with the formula C5H7N.

Calculated values
2S+1: 1
SMILES: C1[C@H]2[C@@H]1N1C[C@@H]21
Gap between HOMO and LUMO in eV: 9.9
E in eV: -6784.8031
Energy relative to the best compared isomer or geometry (same formula, charge and spin) in kJ/mol: 357.9
LUMO level in eV: 1.207

Last column: natural (NBO) charge in e.
Geometry (Å):
C -1.101 0.916 0.248  -0.436
C -0.950 -0.519 -0.139  -0.266
C -0.255 0.566 -0.935  -0.062
N 1.110 -0.026 -0.758  -0.382
C 1.461 -0.166 0.650  -0.267
C 0.451 -1.079 0.101  -0.086
H -0.757 1.338 1.187  0.211
H -2.053 1.318 -0.095  0.229
H -1.779 -1.167 -0.402  0.224
H -0.467 0.962 -1.921  0.213
H 1.238 0.605 1.380  0.198
H 2.452 -0.605 0.738  0.216
H 0.648 -2.136 -0.055  0.207

=====

Density functional theory data (ωB97M-V/def2-TZVPD) for C5H7N as an isolated structure at a distorted geometry.

Calculated values
2S+1: 3
Gap between HOMO and LUMO (spin up / spin down) in eV: 7.8 / 8.8
E in eV: -6781.5227
Energy relative to the best compared isomer or geometry (same formula, charge and spin) in kJ/mol: 199.9
⟨S²⟩: 2.0104
LUMO level (spin up / spin down) in eV: 0.993 / -1.100

Last column: natural (NBO) charge in e.
Geometry (Å):
C -0.444 1.236 0.303  0.083
C -0.696 0.247 1.326  -0.453
C -0.855 0.179 -1.325  -0.247
C 0.035 -0.213 -0.045  0.037
C 1.401 -0.717 0.029  -0.644
N -1.168 1.489 -0.757  -0.339
H -0.128 0.269 2.335  0.244
H -1.738 0.037 1.564  0.216
H -0.152 0.101 -2.168  0.217
H -1.835 -0.275 -1.371  0.210
H 2.109 -0.550 -0.964  0.212
H 1.603 -1.719 0.261  0.230
H 1.869 -0.085 0.813  0.234

=====

Density functional theory data (ωB97M-V/def2-TZVPD) for a 2-piece molecular cluster, C5H7N overall at a distorted geometry.

Calculated values
2S+1: 3
Gap between HOMO and LUMO (spin up / spin down) in eV: 5.5 / 8.3
E in eV: -6781.0419
Energy relative to the best compared isomer or geometry (same formula, charge and spin) in kJ/mol: 246.3
⟨S²⟩: 2.0100
LUMO level (spin up / spin down) in eV: 0.948 / -1.002

Last column: natural (NBO) charge in e.
Geometry (Å):
C -0.630 0.027 1.726  -0.670
C -0.261 -1.591 -1.585  -0.511
C 2.155 1.709 -0.756  0.086
C -0.706 0.172 0.196  -0.186
C -0.258 -0.601 -0.783  0.113
N 1.745 0.645 -0.823  -0.300
H -1.656 -0.326 2.062  0.220
H 0.028 -0.839 1.983  0.224
H 0.454 -1.787 -2.381  0.208
H -1.126 -2.326 -1.661  0.168
H 2.585 2.695 -0.886  0.238
H -0.399 1.054 2.167  0.230
H -1.255 1.007 -0.098  0.179